Here is an isolated molecule of C3H5N3 from the OMol25 dataset. Energies are from ωB97M-V/def2-TZVPD.

Cartesian coordinates (Å):
H1 2.875 0.397 1.559
N1 2.464 0.197 0.646
C1 1.217 0.440 0.661
C2 0.398 0.259 -0.562
N2 -0.789 1.216 -0.745
C3 -1.020 0.002 -0.497
N3 -2.018 -0.873 -0.268
H2 0.664 0.813 1.537
H3 0.973 -0.006 -1.451
H4 -2.951 -0.588 -0.531
H5 -1.813 -1.857 -0.348

Output
HOMO-LUMO gap: 10.397 eV
SMILES: [H]/N=C/[C@@H]1N=C1N
Energy above the lowest of the compared OMol25 structures with the same formula, charge and spin: 197.3 kJ/mol
HOMO energy: -9.7 eV
Electronic energy: -281.51490 Ha
E_LUMO: 0.744 eV
2S+1: 1

---

Here is a structure of composition C36H35ClNO6P2RhSTe from the OMol25 dataset. Energies are from ωB97M-V/def2-TZVPD.

Cartesian coordinates (Å):
Rh1 -1.336 -0.925 -0.909
Te1 2.422 2.217 0.044
C1 2.654 2.640 2.133
C2 1.955 3.665 2.762
C3 2.170 3.911 4.110
N1 3.030 3.226 4.864
C4 3.703 2.251 4.257
C5 3.555 1.926 2.916
C6 0.827 0.915 0.044
P1 0.864 -0.810 -0.335
C7 2.225 -0.974 -1.555
C8 2.178 -0.152 -2.681
C9 3.204 -0.169 -3.611
C10 4.304 -0.998 -3.423
C11 4.363 -1.807 -2.300
C12 3.329 -1.796 -1.373
C13 1.472 -1.819 1.050
C14 2.024 -1.248 2.190
C15 2.467 -2.053 3.232
C16 2.350 -3.432 3.137
C17 1.787 -4.006 2.002
C18 1.348 -3.206 0.958
P2 -0.789 1.194 -0.557
C19 -1.797 2.173 0.608
C20 -1.362 2.392 1.907
C21 -2.154 3.095 2.807
C22 -3.397 3.566 2.413
C23 -3.851 3.326 1.120
C24 -3.056 2.632 0.222
C25 -0.867 2.267 -2.035
C26 -1.240 1.710 -3.257
C27 -1.271 2.506 -4.397
C28 -0.935 3.850 -4.327
C29 -0.574 4.411 -3.107
C30 -0.547 3.624 -1.966
H1 1.242 4.266 2.212
H2 1.623 4.705 4.611
H3 4.400 1.694 4.877
H4 4.130 1.113 2.490
H5 1.319 0.487 -2.840
H6 3.140 0.464 -4.488
H7 5.106 -1.013 -4.151
H8 5.214 -2.460 -2.144
H9 3.387 -2.445 -0.509
H10 2.085 -0.168 2.261
H11 2.889 -1.600 4.122
H12 2.684 -4.063 3.953
H13 1.680 -5.082 1.934
H14 0.904 -3.635 0.064
H15 -0.403 1.988 2.208
H16 -1.803 3.260 3.819
H17 -4.022 4.106 3.115
H18 -4.832 3.670 0.816
H19 -3.416 2.425 -0.780
H20 -1.500 0.659 -3.313
H21 -1.564 2.065 -5.342
H22 -0.960 4.464 -5.220
H23 -0.316 5.462 -3.045
H24 -0.275 4.064 -1.014
O1 -4.691 -2.665 -1.272
S1 -3.484 -2.282 -1.988
O2 -3.531 -2.628 -3.399
O3 -3.233 -0.777 -1.803
O4 -2.245 -2.859 -1.313
C31 -1.517 -2.329 3.142
C32 -2.042 -2.302 1.703
C33 -3.501 -2.743 1.691
C34 -1.863 -0.902 1.092
H25 -1.666 -3.314 3.596
H26 -2.055 -1.594 3.751
H27 -0.454 -2.090 3.190
H28 -1.469 -3.026 1.116
H29 -4.091 -2.081 2.338
H30 -3.600 -3.762 2.081
H31 -3.929 -2.718 0.690
H32 -1.103 -0.360 1.668
H33 -2.798 -0.338 1.203
Cl1 0.357 -4.413 -5.140
C35 -0.562 -2.980 -4.556
C36 -0.132 -2.462 -3.186
O5 0.503 -3.161 -2.404
O6 -0.602 -1.286 -3.000
H34 -1.613 -3.254 -4.476
H35 -0.446 -2.201 -5.302

Output
HOMO-LUMO gap: 6.513 eV
Energy above the lowest of the compared OMol25 structures with the same formula, charge and spin: 0.0 kJ/mol
Charge: -2
HOMO energy: -2.9 eV
Electronic energy: -3818.84114 Ha
E_LUMO: 3.648 eV
2S+1: 1

---

Here is a cluster of 2 separate species, C5H7N in total from the OMol25 dataset. Energies are from ωB97M-V/def2-TZVPD.

Cartesian coordinates (Å):
N1 2.171 -0.538 1.531
C1 1.663 -0.189 0.549
C2 1.083 0.278 -0.719
C3 -0.267 0.931 -0.551
C4 -0.746 -1.176 1.672
C5 -1.298 0.680 -1.345
H1 1.014 -0.578 -1.398
H2 1.797 0.986 -1.160
H3 -0.355 1.639 0.270
H4 -0.856 -0.862 2.733
H5 -0.714 -2.285 1.757
H6 -1.238 -0.058 -2.142
H7 -2.254 1.173 -1.199

Output
HOMO-LUMO gap (spin up / spin down): 8.543 / 8.485 eV
Energy above the lowest of the compared OMol25 structures with the same formula, charge and spin: 551.5 kJ/mol
HOMO energy (spin up / spin down): -9.2 / -9.2 eV
Electronic energy: -249.26320 Ha
E_LUMO (spin up / spin down): -0.683 / -0.703 eV
2S+1: 1

---

Here is an isolated molecule of C4H9NO2 from the OMol25 dataset. Energies are from ωB97M-V/def2-TZVPD.

Cartesian coordinates (Å):
C1 1.320 1.691 0.077
C2 0.386 0.783 -0.713
O1 0.981 0.310 -1.911
C3 -0.116 -0.399 0.141
C4 -1.576 -0.234 0.493
N1 -2.345 -1.355 0.397
O2 -2.017 0.843 0.854
H1 2.208 1.131 0.406
H2 0.818 2.075 0.971
H3 1.641 2.538 -0.535
H4 -0.471 1.367 -1.055
H5 1.883 0.039 -1.700
H6 0.088 -1.333 -0.394
H7 0.424 -0.434 1.093
H8 -3.338 -1.248 0.531
H9 -2.033 -2.178 -0.087

Output
HOMO-LUMO gap: 10.723 eV
SMILES: C[C@@H](O)CC(N)=O
Energy above the lowest of the compared OMol25 structures with the same formula, charge and spin: 52.7 kJ/mol
HOMO energy: -9.9 eV
Electronic energy: -363.06546 Ha
E_LUMO: 0.858 eV
2S+1: 1

---

Here is an isolated molecule of C6H13N from the OMol25 dataset. Energies are from ωB97M-V/def2-TZVPD.

Cartesian coordinates (Å):
C1 0.605 -1.789 2.971
C2 1.349 -0.800 2.076
C3 0.390 0.002 1.215
C4 0.414 -0.137 -0.128
N1 -0.426 0.647 -0.923
C5 -0.599 0.505 -2.334
C6 -1.400 1.663 -2.911
H1 -0.389 -1.970 2.572
H2 1.168 -2.708 3.151
H3 0.489 -1.383 3.982
H4 2.102 -1.293 1.451
H5 1.905 -0.053 2.647
H6 -0.488 0.492 1.625
H7 0.971 -0.891 -0.678
H8 -0.655 1.482 -0.404
H9 0.371 0.570 -2.853
H10 -0.999 -0.468 -2.648
H11 -2.149 1.951 -2.164
H12 -1.770 1.544 -3.916
H13 -0.890 2.635 -2.730

Output
HOMO-LUMO gap: 8.607 eV
SMILES: CC/C=C/NCC
Energy above the lowest of the compared OMol25 structures with the same formula, charge and spin: 127.7 kJ/mol
HOMO energy: -7.4 eV
Electronic energy: -291.11011 Ha
E_LUMO: 1.164 eV
2S+1: 1

---

Here is a structure of composition C22H31AuClN2O3 from the OMol25 dataset. Energies are from ωB97M-V/def2-TZVPD.

Cartesian coordinates (Å):
Au1 -0.586 0.734 0.163
Cl1 -0.008 -1.700 -0.643
N1 -0.440 -0.278 2.173
N2 -0.751 0.931 -2.101
C1 0.517 0.088 2.967
C2 0.311 1.305 -2.721
C3 -1.090 -1.458 2.745
C4 -0.763 -1.253 4.224
C5 -0.428 -2.751 2.313
C6 -2.577 -1.514 2.432
H1 0.609 -2.794 2.691
H2 -0.395 -2.794 1.208
H3 -1.004 -3.602 2.721
H4 -3.064 -0.581 2.737
H5 -3.029 -2.351 2.985
H6 -2.731 -1.682 1.357
C7 -1.714 0.342 -3.045
C8 -1.020 0.603 -4.383
C9 -3.070 1.033 -2.936
C10 -1.916 -1.151 -2.885
H7 -0.939 -1.653 -2.802
H8 -2.470 -1.528 -3.765
H9 -2.481 -1.377 -1.971
H10 -2.946 2.120 -3.010
H11 -3.542 0.791 -1.977
H12 -3.720 0.685 -3.750
O1 0.312 1.119 -4.051
H13 -1.525 1.364 -4.997
H14 -0.846 -0.292 -4.989
O2 0.473 -0.440 4.196
H15 -0.525 -2.156 4.799
H16 -1.536 -0.673 4.753
C11 1.632 1.022 2.592
C12 1.530 1.941 -2.101
C13 2.107 0.987 -1.117
H17 1.167 2.830 -1.539
H18 2.231 2.226 -2.874
C14 1.440 0.820 0.116
C15 2.170 0.532 1.289
H19 -0.073 2.107 0.305
C16 3.279 -0.285 1.117
C17 3.756 -0.464 -0.192
C18 3.869 -0.975 2.289
C19 3.216 0.182 -1.315
H20 4.634 -1.071 -0.330
C20 3.751 0.013 -2.687
H21 4.586 -0.683 -2.695
H22 4.112 0.960 -3.116
H23 2.987 -0.382 -3.377
H24 4.169 -0.278 3.084
H25 4.752 -1.540 2.003
H26 3.168 -1.693 2.742
H27 2.374 1.057 3.384
H28 1.169 2.020 2.423
C21 -3.523 1.594 0.888
C22 -2.145 2.235 0.826
O3 -1.899 3.423 1.119
H29 -3.486 0.578 0.445
H30 -4.245 2.235 0.330
H31 -3.835 1.522 1.956

Output
HOMO-LUMO gap (spin up / spin down): 2.643 / 5.931 eV
Charge: -1
HOMO energy (spin up / spin down): 0.2 / -3.6 eV
Electronic energy: -1787.82988 Ha
E_LUMO (spin up / spin down): 2.853 / 2.337 eV
2S+1: 3

---

Number 1: maximum force 0.535 eV Å⁻¹. Number 2: maximum force 0.622 eV Å⁻¹. Number 3: maximum force 1.130 eV Å⁻¹. Number 4: maximum force 0.412 eV Å⁻¹. Number 5: maximum force 2.630 eV Å⁻¹. Number 6: maximum force 4.149 eV Å⁻¹.